H10IO5 | ωB97M-V/def2-TZVPD

Values from the calculation:
- F_max (eV Å⁻¹) = 1.00
- charge = -1
- LUMO level (eV) = 3.31
- ΔE to the lowest compared entry with this formula, charge and spin (kJ/mol) = 28.4

Geometry (Å):
I  0.848  0.274  1.023
O  -0.275  -1.042  -2.024
H  -1.045  -0.543  -1.749
H  0.177  -1.255  -1.208
O  3.430  -1.767  -0.416
H  3.011  -1.275  0.290
H  2.795  -2.444  -0.647
O  -1.495  -2.329  1.240
H  -1.062  -1.475  1.206
H  -0.782  -2.963  1.164
O  0.185  3.081  -1.074
H  0.248  2.858  -2.003
H  0.330  2.252  -0.618
O  -2.388  2.134  1.330
H  -2.341  2.895  1.908
H  -1.635  1.597  1.578



H10LiO9S | ωB97M-V/def2-TZVPD

Values from the calculation:
- F_max (eV Å⁻¹) = 3.47
- charge = -1
- LUMO level (eV) = 1.57
- ΔE to the lowest compared entry with this formula, charge and spin (kJ/mol) = 25.8

Geometry (Å):
Li  -0.377  0.395  -0.035
S  1.984  0.386  -0.931
O  1.468  0.468  0.453
O  0.753  0.267  -1.774
O  2.690  1.627  -1.260
O  2.865  -0.760  -1.136
O  -0.469  -2.059  -2.494
H  -0.802  -2.175  -1.602
H  0.074  -1.233  -2.439
O  -1.133  1.766  1.390
H  -0.707  2.505  1.839
H  -2.067  1.841  1.607
O  -2.230  1.049  -1.197
H  -2.553  0.140  -1.172
H  -3.027  1.587  -1.238
O  -1.031  -1.330  0.582
H  -0.673  -1.609  1.437
H  -1.913  -1.716  0.541
O  2.166  -0.518  2.790
H  1.860  -0.144  1.900
H  3.123  -0.485  2.740



H10N2Si4 | ωB97M-V/def2-TZVPD

Values from the calculation:
- F_max (eV Å⁻¹) = 5.19
- charge = 0
- LUMO level (eV) = 0.02
- ΔE to the lowest compared entry with this formula, charge and spin (kJ/mol) = 70.5

Geometry (Å):
N  -0.222  -0.726  0.856
N  -0.012  0.876  -0.853
Si  -0.994  -0.883  -0.610
Si  0.806  0.756  0.646
Si  0.000  -1.886  2.182
Si  0.200  1.989  -2.224
H  -0.345  -1.450  -1.975
H  -2.354  -1.312  -0.441
H  0.890  1.559  1.864
H  2.156  0.138  0.403
H  -0.872  -1.392  3.137
H  1.359  -1.724  2.498
H  -0.295  -3.275  2.056
H  1.751  1.902  -2.617
H  -0.167  3.338  -1.922
H  -0.696  1.429  -3.386



H10NO3 | ωB97M-V/def2-TZVPD

Values from the calculation:
- F_max (eV Å⁻¹) = 3.60
- charge = +1
- LUMO level (eV) = -3.03
- ΔE to the lowest compared entry with this formula, charge and spin (kJ/mol) = 17.6

Geometry (Å):
N  -0.089  0.050  0.614
H  0.315  1.017  0.613
H  -0.439  -0.098  1.594
H  -0.816  -0.067  -0.036
H  0.610  -0.638  0.437
H  0.225  3.573  0.896
H  1.602  3.180  0.340
O  0.764  2.805  0.618
H  2.253  -2.624  0.535
H  1.410  -2.945  -0.667
O  1.543  -2.257  0.021
H  -3.049  -0.156  -1.383
H  -2.187  -1.326  -1.878
O  -2.220  -0.581  -1.233



H10NO3 | ωB97M-V/def2-TZVPD

Values from the calculation:
- ⟨S²⟩ = 0.76
- F_max (eV Å⁻¹) = 5.54
- charge = +2
- spin multiplicity = 2
- LUMO level (spin up / spin down) (eV) = -7.75 / -16.50
- ΔE to the lowest compared entry with this formula, charge and spin (kJ/mol) = 153.5

Geometry (Å):
N  -0.634  -0.017  0.436
H  -0.398  -1.017  0.789
H  -1.066  0.498  1.262
H  0.029  0.616  0.126
H  -1.342  -0.099  -0.259
H  0.315  -2.645  2.464
H  1.693  -2.128  2.166
O  0.724  -1.865  2.305
H  -1.414  0.910  -2.703
H  -2.661  0.080  -2.172
O  -1.694  0.125  -2.141
H  2.578  1.840  -0.330
H  1.247  2.550  -0.993
O  1.652  1.680  -0.590



H10NO3 | ωB97M-V/def2-TZVPD

Values from the calculation:
- ⟨S²⟩ = 0.76
- F_max (eV Å⁻¹) = 6.83
- charge = +2
- spin multiplicity = 2
- LUMO level (spin up / spin down) (eV) = -7.54 / -16.45
- ΔE to the lowest compared entry with this formula, charge and spin (kJ/mol) = 157.7

Geometry (Å):
N  -0.058  -0.678  0.530
H  0.219  -1.256  1.223
H  -1.059  -1.027  0.137
H  0.602  -0.826  -0.345
H  0.116  0.308  0.687
H  -2.969  -0.086  -1.291
H  -2.912  0.162  0.318
O  -2.572  -0.371  -0.415
H  0.279  2.063  2.399
H  0.801  3.094  1.443
O  0.213  2.295  1.436
H  2.976  -0.657  -2.165
H  2.213  -2.003  -1.949
O  2.151  -1.015  -2.008



H10O17S3Zn | ωB97M-V/def2-TZVPD

Values from the calculation:
- F_max (eV Å⁻¹) = 2.24
- charge = -4
- LUMO level (eV) = 7.66
- ΔE to the lowest compared entry with this formula, charge and spin (kJ/mol) = 96.3

Geometry (Å):
Zn  14.948  -15.728  11.764
S  14.339  -16.209  8.367
O  14.951  -15.981  9.751
O  14.445  -17.622  7.992
O  12.943  -15.754  8.371
O  15.172  -15.365  7.448
S  15.811  -18.994  12.215
O  15.332  -19.697  11.044
O  15.167  -17.655  12.403
O  15.684  -19.816  13.449
O  17.289  -18.649  12.084
S  11.786  -14.803  12.489
O  12.095  -13.336  12.407
O  10.606  -15.136  11.682
O  12.976  -15.559  11.969
O  11.582  -15.142  13.924
O  14.899  -15.047  13.860
H  15.509  -15.402  14.511
H  14.283  -14.475  14.330
O  12.289  -18.146  10.901
H  11.442  -17.706  10.778
H  12.824  -17.421  11.261
O  17.037  -15.966  12.091
H  17.817  -15.419  12.202
H  17.271  -16.869  12.409
O  15.310  -13.695  11.392
H  16.132  -13.206  11.408
H  14.652  -13.126  10.977
O  17.955  -17.474  9.705
H  17.114  -16.998  9.617
H  17.877  -17.926  10.574



H10O4S2 | ωB97M-V/def2-TZVPD

Values from the calculation:
- F_max (eV Å⁻¹) = 3.24
- charge = 0
- LUMO level (eV) = -6.54
- ΔE to the lowest compared entry with this formula, charge and spin (kJ/mol) = 648.6

Geometry (Å):
S  -0.372  1.327  1.630
S  1.224  -2.404  -0.610
H  -0.134  1.626  2.939
H  2.266  -3.282  -0.817
H  -1.459  -0.651  1.298
H  -1.233  -1.964  0.646
O  -1.960  -1.364  0.909
H  1.747  0.591  0.875
H  2.214  -0.641  0.229
O  2.539  0.237  0.573
H  0.344  -1.322  -2.255
H  -0.650  -1.263  -3.455
O  -0.091  -0.694  -2.902
H  -0.786  3.243  0.004
H  -1.960  3.024  0.845
O  -1.688  3.536  0.090



H10O4S2 | ωB97M-V/def2-TZVPD

Values from the calculation:
- SMILES string = SS.O.O.O.O
- F_max (eV Å⁻¹) = 1.18
- charge = 0
- LUMO level (eV) = 0.27
- ΔE to the lowest compared entry with this formula, charge and spin (kJ/mol) = 5.7

Geometry (Å):
S  -1.273  -0.861  -0.151
S  -2.700  0.279  0.879
H  -1.455  -0.275  -1.335
H  -1.917  1.005  1.640
O  2.144  -0.317  -2.049
H  2.026  -0.671  -1.143
H  2.867  -0.865  -2.382
O  1.290  2.075  -1.014
H  0.548  2.143  -1.624
H  1.794  1.328  -1.386
O  1.241  0.811  1.602
H  1.708  1.526  2.037
H  1.162  1.040  0.662
O  2.036  -1.660  0.269
H  1.696  -2.479  0.635
H  1.499  -1.007  0.762



H10O4S2 | ωB97M-V/def2-TZVPD

Values from the calculation:
- ⟨S²⟩ = 0.75
- F_max (eV Å⁻¹) = 3.19
- charge = +1
- spin multiplicity = 2
- LUMO level (spin up / spin down) (eV) = -5.62 / -8.80
- ΔE to the lowest compared entry with this formula, charge and spin (kJ/mol) = 79.5

Geometry (Å):
S  -1.408  1.911  1.281
S  -0.124  2.546  2.697
H  -2.232  0.856  1.860
H  0.328  3.646  1.995
H  -3.563  -1.140  -2.028
H  -4.734  -0.219  -2.525
O  -4.360  -0.686  -1.670
H  -1.869  -1.543  -3.492
H  -0.238  -1.916  -3.731
O  -0.943  -1.225  -3.783
H  3.269  -1.225  1.532
H  3.408  -2.679  2.172
O  3.932  -1.837  1.879
H  3.008  1.871  0.814
H  2.720  0.748  2.007
O  2.807  0.892  0.992



H10O5 | ωB97M-V/def2-TZVPD

Values from the calculation:
- ⟨S²⟩ = 0.75
- F_max (eV Å⁻¹) = 3.48
- charge = -1
- spin multiplicity = 2
- LUMO level (spin up / spin down) (eV) = 2.08 / 2.08
- ΔE to the lowest compared entry with this formula, charge and spin (kJ/mol) = 130.2

Geometry (Å):
O  5.789  -0.111  -0.584
O  -2.282  1.342  0.483
O  -11.186  -1.347  0.478
O  4.393  0.878  2.850
O  3.188  -0.702  -3.483
H  5.773  0.643  0.011
H  -1.661  0.731  0.217
H  -10.785  -2.176  0.324
H  5.173  1.454  2.845
H  3.871  -0.229  -2.951
H  5.139  -0.677  -0.061
H  -2.696  0.856  1.161
H  -10.674  -0.788  -0.114
H  3.724  1.111  3.530
H  2.914  -1.406  -2.909



H10O5 | ωB97M-V/def2-TZVPD

Values from the calculation:
- SMILES string = O.O.O.O.O
- F_max (eV Å⁻¹) = 1.62
- charge = 0
- LUMO level (eV) = -0.11
- ΔE to the lowest compared entry with this formula, charge and spin (kJ/mol) = 112.0

Geometry (Å):
O  0.708  1.182  2.072
H  0.370  0.268  2.215
H  0.101  1.696  2.598
O  0.622  0.775  -0.706
H  0.638  1.124  0.207
H  -0.318  0.826  -0.909
O  -2.032  0.858  -0.798
H  -2.694  0.251  -1.137
H  -2.052  0.683  0.174
O  -0.589  -1.697  -1.221
H  0.058  -1.177  -0.777
H  -0.530  -1.244  -2.082
O  2.257  -1.341  0.075
H  1.532  -1.646  0.654
H  1.930  -0.556  -0.358